290
Properties=species:S:1:pos:R:3 method="wB97M-V/def2-TZVPD" lumo_energy_ev=0.491 e_above_lowest_ev=1.584 charge=0 largest_force_ev_per_a=2.80
C -0.68 -0.13 -5.42
O -0.20 1.15 -4.96
C -0.36 2.17 -5.93
C -0.15 3.62 -5.43
N 1.27 3.98 -5.25
C 1.94 3.11 -4.33
C 1.39 3.09 -2.91
O 1.64 4.32 -2.21
C 0.54 5.20 -2.12
H -1.69 -0.11 -5.84
H -0.68 -0.80 -4.56
H 0.02 -0.44 -6.19
H -1.35 2.15 -6.40
H 0.31 1.93 -6.77
H -0.79 3.81 -4.57
H -0.56 4.22 -6.24
H 1.47 4.95 -5.06
H 3.01 3.34 -4.33
H 1.89 2.10 -4.73
H 2.02 2.34 -2.42
H 0.38 2.71 -2.79
H -0.23 4.75 -1.50
H 0.15 5.49 -3.10
H 0.89 6.13 -1.68
C -9.40 -4.08 5.73
O -8.69 -2.92 5.40
C -7.51 -2.68 6.14
C -6.31 -3.48 5.64
N -5.93 -3.14 4.24
C -5.07 -1.97 4.31
C -4.60 -1.52 2.91
O -5.68 -0.87 2.27
C -5.44 -0.22 1.08
H -9.58 -4.16 6.81
H -8.95 -5.02 5.42
H -10.38 -3.98 5.26
H -7.60 -2.72 7.23
H -7.32 -1.63 5.89
H -6.54 -4.55 5.58
H -5.52 -3.40 6.38
H -6.79 -2.90 3.76
H -4.20 -2.28 4.90
H -5.45 -1.08 4.83
H -4.30 -2.42 2.36
H -3.71 -0.91 3.08
H -5.05 -0.88 0.30
H -4.78 0.63 1.31
H -6.40 0.16 0.73
C 1.60 -3.70 5.53
O 0.65 -3.76 4.49
C -0.39 -2.80 4.59
C -1.03 -2.63 3.18
N -1.48 -3.90 2.65
C -1.88 -3.86 1.23
C -2.31 -5.27 0.84
O -1.17 -6.09 0.59
C -1.51 -7.23 -0.17
H 2.12 -2.74 5.55
H 2.44 -4.39 5.45
H 1.14 -3.75 6.52
H -0.05 -1.80 4.86
H -1.11 -3.11 5.35
H -0.18 -2.15 2.67
H -1.79 -1.85 3.12
H -0.78 -4.61 2.83
H -0.99 -3.55 0.68
H -2.76 -3.22 1.10
H -2.95 -5.10 -0.03
H -2.94 -5.75 1.59
H -2.21 -7.01 -0.98
H -1.98 -7.95 0.51
H -0.61 -7.73 -0.53
C -0.59 -1.44 -1.98
O -0.88 -1.49 -0.58
C -1.82 -0.55 -0.11
C -1.26 0.86 -0.02
N -0.26 0.93 1.07
C 0.68 2.05 0.85
C 1.57 2.18 2.06
O 2.55 3.20 2.01
C 3.65 2.86 1.19
H 0.11 -2.22 -2.28
H -0.25 -0.46 -2.34
H -1.49 -1.58 -2.58
H -2.06 -0.79 0.93
H -2.79 -0.57 -0.62
H -2.08 1.51 0.29
H -0.91 1.25 -0.98
H 0.35 0.12 1.01
H 0.13 2.98 0.67
H 1.16 1.80 -0.10
H 2.08 1.22 2.23
H 1.04 2.36 3.00
H 3.42 2.96 0.13
H 4.13 1.90 1.41
H 4.45 3.57 1.42
C -8.12 -7.16 4.17
O -8.70 -6.60 3.01
C -7.71 -5.98 2.17
C -8.45 -4.87 1.39
N -7.67 -4.24 0.36
C -6.33 -3.71 0.73
C -5.47 -3.57 -0.53
O -4.10 -3.62 -0.18
C -3.23 -3.23 -1.23
H -7.34 -7.88 3.90
H -8.83 -7.71 4.79
H -7.61 -6.37 4.73
H -7.15 -6.72 1.61
H -7.01 -5.44 2.82
H -8.68 -4.08 2.12
H -9.41 -5.20 1.00
H -8.23 -3.49 -0.03
H -5.81 -4.35 1.43
H -6.45 -2.74 1.23
H -5.67 -2.62 -1.05
H -5.78 -4.35 -1.23
H -3.59 -2.27 -1.63
H -3.29 -3.94 -2.06
H -2.22 -2.91 -0.99
C 1.55 -2.90 -6.29
C 0.75 -4.15 -6.48
C -0.75 -3.92 -6.16
O -0.94 -3.44 -4.83
C -0.82 -4.40 -3.82
N 0.99 -4.54 -7.87
H 2.60 -3.03 -6.55
H 1.49 -2.52 -5.27
H 1.18 -2.10 -6.93
H 1.13 -4.93 -5.81
H -1.30 -4.84 -6.38
H -1.18 -3.21 -6.86
H 0.21 -4.76 -3.78
H -1.56 -5.21 -3.88
H -0.90 -3.93 -2.84
H 1.82 -5.12 -7.90
H 0.21 -5.13 -8.17
C -3.80 1.70 -4.03
C -4.66 1.87 -2.79
C -5.66 0.76 -2.50
O -6.57 0.66 -3.56
C -7.63 -0.26 -3.31
N -3.71 2.06 -1.67
H -4.34 1.54 -4.96
H -3.20 0.79 -3.92
H -3.13 2.55 -4.10
H -5.19 2.83 -2.87
H -6.22 0.85 -1.56
H -5.03 -0.12 -2.33
H -7.32 -1.18 -2.81
H -8.11 -0.46 -4.27
H -8.30 0.25 -2.61
H -3.16 2.89 -1.84
H -4.24 2.30 -0.83
C 4.99 5.96 -1.07
C 6.19 5.59 -0.20
C 7.51 6.07 -0.85
O 7.72 5.38 -2.08
C 8.91 5.75 -2.74
N 6.00 6.27 1.09
H 4.13 5.35 -0.80
H 5.19 5.69 -2.11
H 4.82 7.03 -0.96
H 6.23 4.52 0.00
H 8.39 5.98 -0.21
H 7.43 7.15 -0.98
H 9.02 6.78 -3.09
H 9.09 5.04 -3.54
H 9.81 5.64 -2.12
H 6.75 5.99 1.72
H 6.20 7.26 0.99
C -3.62 1.93 4.78
C -2.22 2.05 4.15
C -1.43 0.70 4.16
O -1.23 0.19 5.49
C -0.31 0.93 6.27
N -2.43 2.49 2.77
H -3.51 2.00 5.86
H -4.03 0.98 4.43
H -4.28 2.70 4.37
H -1.73 2.88 4.68
H -0.50 0.81 3.60
H -2.01 -0.11 3.71
H 0.55 1.26 5.69
H -0.01 0.26 7.08
H -0.82 1.77 6.76
H -2.43 3.51 2.78
H -1.66 2.21 2.17
C 1.87 6.54 1.14
C 2.40 6.87 2.56
C 1.27 6.72 3.60
O 0.11 7.49 3.23
C -0.95 7.64 4.11
N 3.48 5.95 2.84
H 1.53 5.51 1.15
H 2.62 6.70 0.36
H 1.01 7.15 0.84
H 2.81 7.88 2.62
H 1.59 7.03 4.59
H 1.00 5.66 3.67
H -1.33 6.66 4.43
H -1.75 8.21 3.65
H -0.69 8.06 5.09
H 4.30 6.19 2.29
H 3.14 5.07 2.47
C 4.06 -5.23 -5.05
C 4.50 -4.89 -3.65
C 3.50 -5.35 -2.56
O 2.28 -4.62 -2.49
C 1.35 -5.20 -1.58
N 5.83 -5.39 -3.36
H 3.21 -4.63 -5.36
H 3.70 -6.26 -5.15
H 4.85 -5.11 -5.80
H 4.59 -3.80 -3.64
H 4.01 -5.29 -1.59
H 3.32 -6.42 -2.73
H 1.70 -5.21 -0.54
H 1.18 -6.24 -1.87
H 0.41 -4.64 -1.60
H 6.50 -4.79 -3.83
H 5.90 -6.31 -3.79
C 2.80 -0.72 -3.50
C 4.11 -0.84 -2.76
C 4.59 0.43 -2.01
O 4.73 1.51 -2.90
C 5.03 2.72 -2.29
N 3.96 -1.95 -1.85
H 2.81 0.14 -4.15
H 2.01 -0.74 -2.74
H 2.65 -1.62 -4.11
H 4.90 -1.18 -3.43
H 5.50 0.17 -1.46
H 3.83 0.73 -1.28
H 5.95 2.80 -1.70
H 4.19 2.98 -1.63
H 5.13 3.52 -3.02
H 3.63 -2.78 -2.33
H 4.90 -2.25 -1.61
C -5.79 4.97 -0.16
C -4.44 4.56 0.43
C -4.03 5.51 1.60
O -2.80 5.18 2.17
C -1.65 5.65 1.45
N -4.59 3.20 0.84
H -6.65 4.75 0.48
H -5.97 4.49 -1.13
H -5.79 6.03 -0.39
H -3.74 4.68 -0.40
H -4.83 5.42 2.34
H -4.06 6.56 1.29
H -1.74 6.74 1.50
H -1.52 5.31 0.42
H -0.79 5.31 2.03
H -3.76 2.95 1.37
H -5.26 3.28 1.60
C 10.89 0.52 0.17
C 9.76 0.73 -0.79
C 9.23 2.21 -0.71
O 8.76 2.52 0.62
C 7.60 1.83 1.07
N 10.34 0.46 -2.11
H 10.57 0.64 1.21
H 11.62 1.32 0.06
H 11.25 -0.50 0.06
H 8.95 0.00 -0.64
H 8.48 2.36 -1.49
H 10.02 2.92 -0.95
H 7.20 2.31 1.96
H 7.74 0.76 1.21
H 6.79 1.94 0.35
H 11.12 -0.16 -1.95
H 10.83 1.33 -2.34
C 2.43 -3.12 1.46
C 2.64 -1.61 1.69
C 4.12 -1.32 1.99
O 4.48 -1.93 3.19
C 5.81 -1.78 3.65
N 2.17 -0.94 0.50
H 1.38 -3.35 1.33
H 2.85 -3.64 2.32
H 2.94 -3.41 0.54
H 1.94 -1.37 2.50
H 4.17 -0.23 2.06
H 4.73 -1.62 1.13
H 5.80 -2.06 4.70
H 6.18 -0.75 3.64
H 6.55 -2.45 3.20
H 1.36 -1.48 0.20
H 2.87 -1.15 -0.21